Record 1
Formula: C24H33Br2CaCl2F6Mg2N2O12S
Source: the Open Molecules 2025 dataset
Level of theory: ωB97M-V/def2-TZVPD

Computed properties:
* total charge: +1
* HOMO energy: -8.33 eV

Each line ends with the Mulliken charge.
CARTESIAN COORDINATES (ANGSTROEM)
O 1.389679 0.072352 1.622738  -0.34
C 1.734986 -0.999416 1.219357  0.58
Cl 0.847760 -2.446076 1.750451  -0.14
C 2.917684 -1.226331 0.253045  -1.16
C 3.220798 0.079010 -0.484701  1.40
C 3.859237 -0.153508 -1.881582  0.02
O 3.404371 -0.951415 -2.658209  -0.59
N 5.012266 0.642873 -2.128037  -0.37
C 5.204746 1.465132 -0.879285  -0.49
C 4.147702 1.109412 0.206129  0.13
C 3.398197 2.291909 0.813038  -1.29
C 2.654041 3.114483 -0.268879  0.68
C 1.269318 3.469500 0.146636  0.27
O 1.081521 3.707286 1.351875  -0.73
N 0.216705 3.552271 -0.805946  -0.40
C -0.520565 2.304001 -0.700413  -0.70
C -0.544360 1.430956 -1.791057  -0.72
C -1.236645 0.208223 -1.649008  -0.61
C -1.879204 -0.172583 -0.478330  -0.62
C -1.849169 0.732826 0.580679  0.40
C -1.200316 1.935435 0.457933  0.94
H 3.743400 -1.598620 0.876737  0.39
H 2.590818 -2.021600 -0.431012  0.53
H 2.225068 0.490157 -0.716788  -0.91
H 4.665248 1.317660 -2.811723  0.32
H 5.214037 2.503601 -1.247616  0.03
H 6.248600 1.326810 -0.568801  0.31
H 4.777259 0.619640 0.962691  0.70
H 2.758140 1.961934 1.636727  0.38
H 4.173021 2.945848 1.241212  0.49
H 2.678314 2.556390 -1.213180  0.47
H 3.215858 4.056992 -0.421992  -0.31
H 0.662582 3.536070 -1.723378  0.44
H -0.060243 1.636630 -2.743992  0.42
H -1.256615 -0.453480 -2.514139  0.59
H -2.400382 -1.124273 -0.400440  0.57
H -2.319671 0.540764 1.560335  0.34
H -1.234006 2.598546 1.314270  -0.30
Mg -3.563912 1.754059 2.156452  0.38
C -0.444516 -2.019352 6.791265  -0.93
C -0.460274 -2.216447 5.272135  0.10
O -1.250939 -3.300551 4.723547  -0.34
C -2.677949 -3.336858 4.431665  0.03
O -3.091988 -2.328898 3.752123  -0.82
C -3.591377 -3.574885 5.686808  1.02
F -3.017763 -4.443234 6.606115  -0.31
F -4.800364 -4.212082 5.300581  -0.41
F -3.957529 -2.512383 6.380878  -0.16
H -0.436529 -2.985459 7.306543  0.25
H 0.438638 -1.448518 7.085620  0.48
H -1.344696 -1.390464 7.183940  -0.07
H 0.556523 -2.504772 4.985871  0.26
H -0.667774 -1.269244 4.759805  0.14
H -2.725284 -4.343479 3.946776  0.13
Br -2.308519 -0.012640 7.790659  -0.62
Ca -5.340723 -4.906939 7.063706  1.35
O -2.246917 -3.235195 -1.534594  -0.52
H -3.058879 -3.721302 -1.356132  0.27
H -1.714333 -3.849950 -2.049807  0.25
C -4.722817 -3.542637 -7.540589  -1.10
C -3.405672 -3.015134 -7.013340  -0.16
O -3.569424 -1.731700 -6.385838  -0.37
C -4.066130 -1.752228 -5.155206  0.81
O -4.369505 -2.729889 -4.521422  -0.56
O -4.186965 -0.484994 -4.737334  -0.35
C -4.789173 -0.356569 -3.453650  -0.53
H -5.192604 -2.808437 -8.196363  0.30
H -4.567948 -4.465943 -8.098557  0.36
H -5.421176 -3.743968 -6.728468  0.31
H -2.713176 -2.861267 -7.838879  0.30
H -2.938102 -3.718231 -6.323770  0.29
H -4.276737 -0.974394 -2.715561  0.15
H -5.845142 -0.620702 -3.502658  0.34
H -4.705004 0.685970 -3.153635  0.22
C 6.114066 5.395661 -3.503593  0.60
F 7.431682 5.393991 -3.273664  -0.23
F 5.900222 6.199914 -4.549342  -0.23
F 5.781986 4.143473 -3.895241  -0.23
S 5.157375 5.923889 -2.021752  1.19
O 5.622109 7.254438 -1.738508  -0.65
O 5.495371 4.942896 -0.991941  -0.70
O 3.762234 5.858125 -2.435122  -0.72
Br -2.150315 0.550423 10.561717  0.08
Mg -0.127805 2.916129 2.759977  0.83
Cl -1.322415 -1.659640 10.693457  -0.17

Force components x, y, z for each atom (eV/Å):
-0.28 0.08 0.02
0.42 -0.19 -0.11
0.38 0.37 -0.22
-1.05 -0.07 0.58
0.66 0.02 -0.21
0.35 -0.89 0.06
-0.21 0.15 -0.14
-2.26 0.56 1.61
1.01 0.99 -1.36
0.31 -0.77 -0.50
1.21 0.62 0.20
0.09 -0.18 0.04
0.90 0.66 -0.36
-1.45 -0.67 0.59
0.93 -1.37 0.90
-0.04 0.19 -0.76
-0.73 -0.76 0.72
0.29 0.25 -0.55
-0.29 0.18 0.21
-0.08 -0.34 -0.23
0.64 0.26 -0.38
-0.08 0.03 -0.28
0.34 0.19 0.03
0.33 0.22 -0.01
0.74 -0.38 -0.69
-0.33 0.01 0.69
-0.45 -0.22 0.37
-0.71 0.01 0.26
0.08 0.03 -0.36
-0.34 -0.08 0.05
-0.27 0.45 -0.01
-0.11 -0.05 -0.28
-0.13 0.36 0.03
-0.02 0.19 0.27
-0.01 0.01 0.28
0.28 0.14 -0.07
1.00 -1.24 -0.61
-0.79 0.29 -0.77
-0.24 0.99 1.07
-1.07 -0.39 -0.33
0.03 0.03 0.08
-0.12 -0.90 1.30
1.34 1.13 -1.67
-1.06 0.10 0.24
3.57 2.52 -0.49
-1.32 -0.64 0.37
-0.09 0.30 -2.09
-0.60 -0.67 0.06
0.16 -0.03 -0.01
0.03 -0.05 -0.07
1.89 -1.98 -1.11
-0.16 -0.07 -0.24
-0.30 -0.08 -0.01
-0.02 -0.15 0.01
-1.90 1.66 -1.16
-0.49 -0.82 2.74
-0.03 0.01 0.06
-0.02 0.03 -0.06
0.03 0.06 -0.03
-0.24 0.12 0.15
-0.02 -0.46 -0.34
0.15 0.09 0.11
-0.06 -0.04 -0.28
0.03 0.04 0.13
0.09 0.02 0.10
-0.09 0.12 0.29
0.10 -0.03 -0.09
0.04 0.02 -0.01
0.08 -0.07 0.03
0.01 0.27 0.09
-0.10 0.11 0.14
-0.07 -0.13 -0.08
0.04 -0.12 0.05
0.07 0.05 -0.24
0.34 -0.10 -0.43
-0.12 -0.02 0.22
-0.19 0.02 0.16
-0.13 0.00 0.19
-0.73 0.62 1.12
0.31 -0.08 -0.32
-0.06 -0.45 -0.38
0.09 -0.53 -0.25
1.00 -2.04 2.14
0.41 0.08 -0.06
-0.90 2.41 -0.11

***

Record 2
Formula: C24H33Br2N4O8
Source: the Open Molecules 2025 dataset
Level of theory: ωB97M-V/def2-TZVPD

Computed properties:
* total charge: -2
* HOMO energy (alpha / beta): 0.73 / -0.84 eV
* multiplicity: 2

Each line ends with the Löwdin spin population.
CARTESIAN COORDINATES (ANGSTROEM)
N -0.529625 -0.032682 -1.793992  0.00
H -0.958705 -0.942477 -1.703142  0.00
H -0.796025 0.396014 -2.668828  0.00
H 0.451839 -0.243144 -1.905912  0.00
H -0.844495 0.574551 -1.050875  0.00
C -1.163520 -2.627975 0.745613  0.00
C -2.123356 -3.168547 -0.350396  0.00
O -2.155627 -2.437239 -1.562159  0.00
H -1.142274 -3.145194 1.704849  0.00
H -1.421379 -1.600760 1.003378  0.00
H -0.162223 -2.599883 0.315820  0.00
H -3.139271 -3.091838 0.037058  0.00
H -2.033491 -4.245727 -0.490817  0.00
C -1.519338 3.586321 -2.676969  0.00
C -1.299965 2.903170 -4.009878  0.00
O -1.038117 1.520745 -3.981480  0.00
H -0.681729 3.534559 -1.981384  0.00
H -2.325865 3.127000 -2.105431  0.00
H -1.690018 4.662543 -2.703415  0.00
H -0.658676 3.520830 -4.638642  0.00
H -2.210742 2.929475 -4.608110  0.00
Br 3.735716 0.528492 -5.872123  0.00
C 3.836711 1.182701 -4.084082  0.00
C 2.386811 1.544021 -3.647262  0.00
Br 2.251387 2.469213 -2.018006  0.00
H 4.518729 2.032809 -4.067472  0.00
H 4.333746 0.391664 -3.522543  0.00
H 1.875266 0.584929 -3.566212  0.00
H 1.948901 2.116214 -4.465142  0.00
C 3.909899 -4.660352 0.835468  0.00
C 4.314856 -3.395342 0.400910  0.00
C 3.583937 -2.754311 -0.620387  0.00
C 2.434341 -3.379395 -1.064187  0.00
C 2.031691 -4.630130 -0.551336  0.00
C 2.862021 -5.342383 0.364781  0.00
N 1.645280 -2.823135 -2.193954  0.00
O 0.715359 -3.458495 -2.609420  0.00
O 1.892674 -1.653370 -2.468300  0.00
H 4.324067 -5.155417 1.701367  0.00
H 5.161210 -2.959300 0.910759  0.00
H 3.958829 -1.838491 -1.052967  0.00
H 1.150170 -5.079339 -0.984395  0.00
H 2.749728 -6.374010 0.663983  0.00
C 1.758070 0.800791 5.529912  0.11
C 2.951911 1.061256 4.821161  0.01
C 2.962817 0.918218 3.443310  0.07
C 1.823092 0.375314 2.779469  0.08
C 0.734546 -0.031956 3.551694  0.09
C 0.647946 0.298177 4.922186  0.02
N 1.915834 0.060826 1.339251  0.21
O 0.937965 -0.049187 0.681621  0.18
O 3.000920 0.153187 0.782022  0.15
H 1.748070 1.054411 6.579668  0.01
H 3.851434 1.460474 5.266017  0.00
H 3.834098 1.254729 2.901064  0.01
H -0.118140 -0.486497 3.069279  0.01
H -0.244445 0.070242 5.486177  0.00
C -6.159196 3.379149 1.601564  0.00
C -5.545036 2.983697 2.767650  0.00
C -4.398087 2.205440 2.713635  0.00
C -3.821318 1.893500 1.485326  0.00
C -4.400994 2.393675 0.351116  0.00
C -5.597763 3.082705 0.369886  0.00
N -2.593669 1.086350 1.387260  0.02
O -2.396334 0.268409 2.281294  0.01
O -1.805251 1.288412 0.485391  0.02
H -7.127434 3.856855 1.628054  0.00
H -6.138283 3.130064 3.658179  0.00
H -3.965365 1.905140 3.656497  0.00
H -3.981446 2.257545 -0.634706  0.00
H -6.052673 3.362755 -0.568745  0.00

Force components x, y, z for each atom (eV/Å):
0.46 -0.39 -0.27
-1.49 -1.57 0.30
-0.75 1.18 -1.61
0.46 0.59 0.95
0.79 -0.08 0.42
-0.18 0.16 -0.92
-0.95 1.70 -0.93
1.21 -0.43 1.32
-0.07 -0.56 -0.01
0.01 0.08 -0.26
0.26 0.03 0.20
-0.64 -0.06 0.80
0.72 -0.69 -0.16
0.18 0.11 1.06
-0.84 -2.25 -0.58
0.83 1.21 0.61
0.50 -0.44 -0.23
-0.33 -0.10 -0.17
-0.39 0.27 -0.51
1.15 0.20 -0.07
-0.98 0.83 -0.01
0.12 -0.27 -0.89
-0.15 0.67 1.18
1.02 -1.34 -1.52
0.20 0.41 0.69
-0.22 0.11 -0.17
-0.48 0.04 0.24
-0.34 0.36 0.04
-0.26 0.02 0.39
1.70 0.90 1.60
-0.92 -0.29 -0.25
1.04 -0.30 0.70
0.00 -1.73 0.29
0.77 -0.65 -0.41
-2.53 0.93 -2.38
-0.47 0.99 1.78
0.21 -0.29 -0.62
0.34 -0.34 -0.62
1.06 0.27 0.03
0.01 0.36 -0.32
-0.38 0.16 0.11
-0.12 0.03 0.06
-0.71 0.08 0.02
1.57 0.85 1.38
-0.85 0.06 -1.22
-0.03 -0.16 0.40
1.26 -0.80 -1.61
-1.33 0.58 0.55
0.10 -0.97 -1.93
1.50 1.63 5.16
-5.33 -1.06 -2.25
3.78 0.17 -0.70
-0.10 -0.09 0.28
-0.09 0.08 0.42
-0.05 -0.29 -0.31
-0.01 -0.02 -0.20
-0.12 -0.03 -0.02
-0.57 0.09 -0.89
-0.49 -0.61 -0.33
0.33 0.00 0.67
-0.16 0.52 0.51
0.00 -0.02 -1.70
0.19 0.11 0.70
0.86 -0.60 0.92
-0.60 0.55 -0.22
-0.86 0.46 -0.10
-0.06 0.22 0.13
0.57 0.11 0.48
0.24 -0.38 -0.16
0.46 -0.43 0.11
-0.06 0.12 0.04